i:
{"formula": "C2H4N2O2", "method": "wB97M-V/def2-TZVPD", "species": ["O", "N", "N", "O", "H", "H", "C", "C", "H", "H"], "coordinates": [[-1.20, 1.88, -0.98], [-0.91, 0.65, -1.40], [0.14, 0.11, -1.35], [1.33, 0.64, -0.84], [-0.55, 2.15, -0.41], [2.02, 0.02, -1.26], [-0.85, -0.14, 1.52], [-0.54, -1.29, 1.37], [-0.75, 0.93, 1.60], [-0.58, -2.28, 1.17]], "nbo_charge": [-0.52, 0.11, 0.06, -0.60, 0.46, 0.50, -0.24, -0.20, 0.22, 0.22], "e_homo_ev": -10.25, "lumo_energy_ev": 0.5989}

=====

ii:
{"formula": "C2H4N2O2", "method": "wB97M-V/def2-TZVPD", "species": ["C", "C", "N", "N", "O", "O", "H", "H", "H", "H"], "coordinates": [[0.19, 0.19, 0.02], [-4.16, -0.01, 0.11], [1.34, -0.47, -0.01], [-3.37, -0.91, 0.25], [0.51, 1.52, -0.13], [-5.13, 0.55, -0.12], [1.60, -1.39, -0.22], [2.22, 0.13, -0.05], [-0.22, 2.16, 0.22], [-2.32, -0.90, 0.46]], "nbo_charge": [0.27, 0.84, -0.81, -0.79, -0.73, -0.51, 0.41, 0.37, 0.51, 0.45], "e_homo_ev": -9.30, "lumo_energy_ev": 0.5925}

=====

Top of the stability list: ii, leading by 112.3 kcal/mol.

=====

i:
{"formula": "C3H13NO4", "method": "wB97M-V/def2-TZVPD", "species": ["C", "C", "N", "C", "O", "H", "H", "H", "H", "H", "H", "H", "O", "H", "H", "O", "H", "H", "O", "H", "H"], "coordinates": [[1.77, -1.16, 0.54], [1.65, -0.22, -0.61], [1.28, -0.81, -1.96], [0.37, 0.75, -0.51], [-0.66, 0.21, -0.21], [2.14, -2.21, 0.44], [0.93, -1.06, 1.22], [2.64, -0.90, 1.19], [2.51, 0.45, -0.67], [1.23, -1.80, -1.81], [1.91, -0.38, -2.62], [0.60, 1.76, -0.84], [-1.63, -2.06, 0.95], [-1.85, -1.18, 1.25], [-1.18, -2.07, 0.12], [-1.08, 2.77, 1.52], [-1.38, 1.88, 1.31], [-0.20, 2.87, 1.12], [-3.38, 0.97, 0.04], [-3.19, 1.60, -0.65], [-2.49, 0.59, 0.16]], "nbo_charge": [-0.68, -0.15, -0.84, 0.48, -0.60, 0.24, 0.25, 0.23, 0.18, 0.39, 0.38, 0.13, -0.95, 0.47, 0.48, -0.93, 0.47, 0.46, -0.94, 0.46, 0.47], "e_homo_ev": -9.89, "lumo_energy_ev": 0.0983}

=====

ii:
{"formula": "C3H13NO4", "method": "wB97M-V/def2-TZVPD", "species": ["C", "N", "C", "C", "O", "H", "H", "H", "H", "H", "H", "H", "H", "H", "O", "H", "H", "O", "H", "H", "O"], "coordinates": [[0.78, -0.67, 0.97], [0.15, 0.51, 0.84], [-1.23, 0.51, 2.17], [-2.22, -0.46, 1.56], [1.05, -1.57, 0.12], [1.09, -0.87, 2.03], [-0.04, 0.95, -0.20], [-0.60, 0.05, 2.99], [-1.50, 1.60, 2.11], [-3.25, -0.61, 2.05], [-2.48, -0.06, 0.53], [-1.76, -1.53, 1.27], [-0.26, 0.88, -2.02], [0.56, 1.92, -1.28], [-0.33, 1.64, -1.35], [2.50, -0.12, -1.14], [3.52, 0.77, -1.87], [2.58, 0.74, -1.58], [0.74, -1.58, -3.04], [0.43, -1.18, -1.63], [0.26, -0.92, -2.54]], "nbo_charge": [0.50, -0.71, -0.15, -0.69, -0.72, 0.09, 0.41, 0.22, 0.23, 0.24, 0.23, 0.24, 0.53, 0.50, -0.91, 0.49, 0.48, -0.97, 0.48, 0.50, -0.99], "e_homo_ev": -9.30, "lumo_energy_ev": 0.7629}

=====

iii:
{"formula": "C3H13NO4", "method": "wB97M-V/def2-TZVPD", "species": ["C", "N", "C", "C", "O", "H", "H", "H", "H", "H", "H", "H", "H", "H", "O", "H", "H", "O", "H", "H", "O"], "coordinates": [[-0.01, 1.49, -0.64], [0.05, 0.39, -1.65], [-1.31, -0.21, -1.61], [-1.38, -1.38, -0.56], [1.16, 2.07, -0.27], [-0.78, 2.23, -0.85], [-0.48, 1.14, 0.25], [-2.11, 0.66, -1.50], [-1.46, -0.69, -2.51], [-2.49, -1.30, -0.30], [-1.22, -2.44, -0.88], [-0.68, -1.11, 0.26], [1.08, -1.22, 1.38], [0.66, -0.40, 2.51], [0.62, -1.29, 2.22], [1.20, -0.64, -0.96], [2.69, -0.99, -0.52], [1.82, -1.29, -0.40], [0.59, 1.68, 3.05], [1.20, 1.96, 0.76], [0.85, 1.33, 2.21]], "nbo_charge": [-0.04, -0.04, -0.30, -0.61, -0.70, 0.27, 0.32, 0.21, 0.23, 0.24, 0.25, 0.26, 0.47, 0.49, -0.99, 0.47, 0.48, -0.94, 0.45, 0.55, -1.09], "e_homo_ev": -9.02, "lumo_energy_ev": -4.6102}

=====

iv:
{"formula": "C3H13NO4", "method": "wB97M-V/def2-TZVPD", "species": ["C", "C", "C", "N", "H", "H", "H", "H", "H", "H", "H", "O", "H", "H", "O", "H", "H", "O", "H", "H", "O"], "coordinates": [[0.14, 0.21, -2.06], [-0.63, 1.47, -2.16], [1.25, 0.38, -0.82], [0.19, -0.64, -0.74], [0.35, -0.54, -2.83], [-0.15, 2.44, -2.13], [-1.71, 1.42, -2.28], [2.30, -0.04, -1.07], [1.16, 1.31, -0.22], [-0.67, 1.49, 1.17], [-1.38, 1.58, -0.29], [-1.49, 1.85, 0.66], [1.16, 0.49, 2.73], [-0.39, -0.41, 0.04], [0.62, 0.66, 1.96], [0.21, -2.87, 1.26], [0.81, -2.82, -0.22], [0.83, -3.38, 0.61], [-1.32, -1.17, 2.68], [-0.32, -0.25, 1.88], [-0.93, -1.17, 1.83]], "nbo_charge": [-0.32, 0.16, -0.19, -0.46, 0.30, 0.22, 0.21, 0.23, 0.25, 0.53, 0.40, -0.90, 0.47, 0.43, -1.19, 0.51, 0.47, -0.98, 0.46, 0.47, -1.08], "e_homo_ev": -8.68, "lumo_energy_ev": -4.9407}

=====

Top of the stability list: i, leading by 8.0 kcal/mol.

=====

i:
{"formula": "C3H13NO4", "method": "wB97M-V/def2-TZVPD", "species": ["C", "C", "N", "C", "O", "H", "H", "H", "H", "H", "H", "H", "H", "H", "O", "H", "H", "O", "H", "H", "O"], "coordinates": [[-1.57, 0.98, -0.41], [-1.51, -0.50, -0.10], [-0.45, -1.23, -0.69], [-0.54, -2.63, -0.53], [-1.50, -0.75, 1.29], [-0.83, 1.59, 0.13], [-2.56, 1.36, -0.17], [-1.46, 1.09, -1.49], [-2.47, -0.95, -0.40], [0.46, -2.99, -0.25], [-1.21, -2.90, 0.27], [-0.82, -3.05, -1.50], [0.82, -0.69, 0.34], [1.21, 0.67, 1.01], [1.19, -0.34, 1.17], [1.39, 2.95, 1.14], [2.00, 1.82, -0.65], [1.09, 2.16, 0.69], [3.25, 1.86, -1.65], [-0.56, -0.64, 1.55], [2.34, 1.56, -1.55]], "nbo_charge": [-0.67, 0.13, 0.04, -0.51, -0.65, 0.31, 0.23, 0.23, 0.25, 0.28, 0.23, 0.29, 0.43, 0.52, -0.89, 0.46, 0.51, -1.12, 0.46, 0.51, -1.01], "e_homo_ev": -8.76, "lumo_energy_ev": -4.8974}

=====

ii:
{"formula": "C3H13NO4", "method": "wB97M-V/def2-TZVPD", "species": ["C", "C", "N", "C", "H", "H", "H", "H", "H", "O", "H", "H", "O", "H", "H", "O", "H", "H", "O", "H", "H"], "coordinates": [[-0.92, 0.41, -2.31], [0.02, -0.04, -1.49], [0.29, -1.37, -1.09], [0.62, -2.20, -1.98], [-1.51, -0.16, -3.01], [-1.10, 1.48, -2.35], [0.58, 0.61, -0.86], [0.66, -3.27, -1.75], [0.81, -1.92, -3.01], [-2.31, 0.32, 1.96], [-1.52, 0.87, 1.84], [-2.96, 0.72, 1.37], [-0.15, -1.34, 1.92], [-1.07, -1.23, 1.63], [0.37, -1.51, 1.12], [2.24, 1.50, 0.05], [2.02, 1.57, 0.99], [2.54, 2.35, -0.29], [0.45, 1.25, 2.08], [0.58, 1.69, 2.93], [0.37, 0.28, 2.25]], "nbo_charge": [-0.46, -0.05, -0.44, -0.03, 0.20, 0.20, 0.24, 0.17, 0.16, -0.97, 0.49, 0.47, -0.98, 0.51, 0.50, -0.97, 0.50, 0.47, -1.01, 0.48, 0.51], "e_homo_ev": -9.34, "lumo_energy_ev": 0.6974}

=====

Top of the stability list: ii, leading by 123.5 kcal/mol.

=====

i:
{"formula": "C8H11N3", "method": "wB97M-V/def2-TZVPD", "species": ["C", "C", "N", "N", "C", "C", "C", "C", "N", "C", "C", "H", "H", "H", "H", "H", "H", "H", "H", "H", "H", "H"], "coordinates": [[-0.69, 1.97, 1.37], [0.13, 0.93, 1.39], [0.82, 0.52, 0.22], [0.81, -0.87, 0.06], [-0.12, -1.71, 0.44], [0.27, -2.96, 0.06], [1.47, -2.90, -0.60], [1.76, -1.55, -0.59], [0.47, 1.29, -0.94], [-1.00, 1.37, -0.92], [-1.33, 2.39, 0.11], [-0.93, 2.52, 2.26], [0.45, 0.46, 2.28], [-1.05, -1.43, 0.99], [-0.16, -4.05, 0.29], [2.11, -3.62, -1.02], [2.65, -1.02, -0.99], [0.60, 0.61, -1.71], [-1.32, 0.35, -0.80], [-1.44, 1.68, -1.84], [-2.42, 2.50, 0.14], [-1.10, 3.51, -0.23]], "nbo_charge": [-0.25, -0.05, -0.12, -0.20, -0.10, -0.30, -0.30, -0.08, -0.42, -0.26, -0.44, 0.22, 0.21, 0.23, 0.22, 0.23, 0.22, 0.36, 0.18, 0.21, 0.23, 0.22], "e_homo_ev": -8.33, "lumo_energy_ev": 0.9659}

=====

ii:
{"formula": "C8H11N3", "method": "wB97M-V/def2-TZVPD", "species": ["C", "C", "C", "C", "C", "C", "C", "C", "N", "N", "N", "H", "H", "H", "H", "H", "H", "H", "H", "H", "H", "H"], "coordinates": [[-1.67, -1.11, 1.17], [2.43, 1.50, 0.50], [2.55, 1.24, 1.79], [0.41, 1.57, 1.37], [1.09, 1.84, 0.24], [-2.59, -0.84, -1.66], [-0.37, -1.44, -2.14], [-0.98, -1.50, 0.02], [-1.94, -0.74, 2.25], [1.24, 1.27, 2.33], [-1.44, -1.22, -1.20], [3.11, 1.41, -0.29], [3.38, 0.78, 2.34], [-0.71, 1.63, 1.57], [-2.72, -0.97, -2.70], [-3.42, -0.58, -1.09], [0.69, 1.98, -0.67], [-0.11, -2.61, -2.32], [-0.68, -0.96, -3.19], [0.55, -1.04, -1.70], [0.10, -1.53, 0.11], [1.09, 1.32, 3.26]], "nbo_charge": [0.24, -0.29, -0.10, -0.02, -0.34, -0.22, -0.42, -0.32, -0.37, -0.50, -0.21, 0.21, 0.21, 0.23, 0.18, 0.21, 0.20, 0.23, 0.22, 0.23, 0.23, 0.40], "e_homo_ev": [-7.72, -7.72], "lumo_energy_ev": [0.2754, 0.2765]}

=====

Top of the stability list: i, leading by 3.0 kcal/mol.

=====

i:
{"formula": "C2H6N3O2", "method": "wB97M-V/def2-TZVPD", "species": ["C", "C", "N", "N", "N", "O", "O", "H", "H", "H", "H", "H", "H"], "coordinates": [[1.75, 2.64, 2.93], [-0.04, -0.28, -0.78], [-0.24, -0.17, -2.14], [-0.04, 0.79, -0.06], [0.15, 0.44, 1.36], [2.22, 3.46, 3.56], [0.17, -1.48, -0.32], [-0.65, 0.33, 2.04], [-0.40, 0.62, -2.66], [-0.06, -1.08, -2.59], [0.54, -0.43, 1.47], [0.74, 1.20, 1.70], [0.45, -2.13, -0.98]], "nbo_charge": [0.46, 0.70, -0.78, -0.39, -0.56, -0.42, -0.67, 0.43, 0.43, 0.39, 0.41, 0.45, 0.52], "e_homo_ev": -14.46, "charge": 1, "lumo_energy_ev": -3.3699}

=====

ii:
{"formula": "C2H6N3O2", "method": "wB97M-V/def2-TZVPD", "species": ["C", "N", "C", "N", "N", "O", "O", "H", "H", "H", "H", "H", "H"], "coordinates": [[1.28, 1.34, -0.04], [0.93, -0.11, 0.01], [-0.30, -0.59, 0.03], [-0.66, -1.82, -0.07], [-1.54, 0.45, 0.02], [-2.50, -0.26, -0.01], [-1.37, 1.61, -0.06], [0.76, 1.96, -0.89], [2.36, 1.28, -0.08], [1.03, 1.68, 1.05], [1.57, -0.91, -0.01], [-1.68, -2.02, 0.16], [0.13, -2.61, -0.11]], "nbo_charge": [-0.43, -0.52, 0.58, -0.74, 0.55, -0.31, -0.25, 0.27, 0.24, 0.24, 0.43, 0.49, 0.46], "e_homo_ev": -15.87, "charge": 1, "lumo_energy_ev": -5.3369}

=====

Top of the stability list: i, leading by 72.2 kcal/mol.

=====

i:
{"formula": "C2H6N3O2", "method": "wB97M-V/def2-TZVPD", "species": ["N", "C", "O", "N", "N", "C", "O", "H", "H", "H", "H", "H", "H"], "coordinates": [[0.74, 1.31, 1.35], [0.76, 0.38, 0.44], [1.98, 0.11, 0.03], [-0.26, -0.23, -0.23], [0.14, -1.06, -1.25], [-1.74, -0.19, 0.11], [-2.44, -0.88, -0.53], [-0.26, 1.65, 1.68], [1.54, 1.80, 1.55], [1.83, -0.43, -0.80], [-0.17, -2.02, -1.22], [-0.18, -0.69, -2.21], [-1.96, 0.24, 1.07]], "nbo_charge": [-0.72, 0.81, -0.60, -0.33, -0.67, 0.54, -0.43, 0.44, 0.45, 0.53, 0.41, 0.41, 0.16], "e_homo_ev": -15.95, "charge": 1, "lumo_energy_ev": -4.2294}

=====

ii:
{"formula": "C2H6N3O2", "method": "wB97M-V/def2-TZVPD", "species": ["C", "C", "N", "N", "N", "O", "O", "H", "H", "H", "H", "H", "H"], "coordinates": [[0.15, 0.56, -0.84], [-1.03, -1.26, 2.02], [0.28, -0.46, 0.23], [-0.95, 1.15, -0.89], [1.35, 0.90, -1.34], [-0.80, -0.43, 1.02], [-2.14, -1.14, 2.53], [-0.56, -2.11, 2.42], [0.92, -1.23, 0.28], [-1.08, 1.98, -1.45], [2.20, 0.48, -1.60], [1.32, 1.59, -2.11], [-2.73, -0.33, 2.16]], "nbo_charge": [0.57, 0.68, -0.34, -0.73, -0.84, -0.22, -0.54, 0.22, 0.40, 0.39, 0.42, 0.41, 0.56], "e_homo_ev": -13.46, "charge": 1, "lumo_energy_ev": -5.0238}

=====

Top of the stability list: i, leading by 76.1 kcal/mol.